(1)
{
  "formula": "C41H35CdClN2Si2",
  "method": "the ωB97M-V functional and the def2-TZVPD basis",
  "homo_ev": -5.91,
  "total_charge": 0,
  "max_force_ev_per_a": 1.8,
  "e_above_lowest_ev": 0.000,
  "gap_ev": 4.72,
  "lumo_energy_ha": -0.0439,
  "elements": ["C", "C", "C", "H", "C", "C", "H", "H", "H", "H", "Cd", "Si", "C", "C", "H", "C", "H", "C", "H", "C", "H", "C", "H", "C", "C", "H", "C", "H", "C", "H", "C", "H", "C", "H", "H", "Si", "C", "C", "H", "C", "H", "C", "H", "C", "H", "C", "H", "C", "C", "H", "C", "H", "C", "H", "C", "H", "C", "H", "H", "Cl", "C", "C", "N", "C", "C", "C", "C", "C", "C", "C", "C", "C", "N", "C", "H", "H", "H", "H", "H", "H", "H", "H"],
  "coordinates": [[-1.95984, -0.79385, 5.14603], [-2.77389, -0.15703, 4.16982], [-2.87124, -1.02322, 3.04252], [-3.26296, 0.81097, 4.27921], [-2.10477, -2.18864, 3.32122], [-1.54399, -2.04648, 4.62001], [-0.93688, -2.78713, 5.13725], [-1.72026, -0.40823, 6.13539], [-3.45419, -0.85069, 2.13555], [-1.98266, -3.04473, 2.65824], [0.29779, 0.21202, 2.58423], [2.36606, 0.18375, -4.80561], [1.57519, 1.68393, -5.56303], [2.11315, 2.39581, -6.65173], [3.04910, 2.06331, -7.10601], [1.43662, 3.51066, -7.16345], [1.84941, 4.06174, -8.01045], [0.22714, 3.92679, -6.59796], [-0.29262, 4.80208, -6.98854], [-0.31975, 3.21191, -5.52712], [-1.27100, 3.51222, -5.08677], [0.34807, 2.09546, -5.01636], [-0.10023, 1.52605, -4.19746], [1.66977, -1.35279, -5.58201], [0.55948, -1.30133, -6.44602], [0.17882, -0.33680, -6.79061], [-0.05505, -2.47993, -6.88358], [-0.94096, -2.42150, -7.51630], [0.47038, -3.72417, -6.52293], [-0.02559, -4.64050, -6.84215], [1.65134, -3.78169, -5.77502], [2.09619, -4.75144, -5.54725], [2.26490, -2.60475, -5.33191], [3.21779, -2.64473, -4.79884], [2.09408, 0.13887, -3.37440], [-0.19685, 0.06379, 0.02279], [-0.94558, -1.55770, -0.46620], [-2.11014, -1.60354, -1.25060], [-2.58531, -0.66673, -1.56209], [-2.65597, -2.84150, -1.62160], [-3.55723, -2.85644, -2.24199], [-2.05584, -4.03134, -1.18615], [-2.48759, -4.99238, -1.47135], [-0.91943, -3.99032, -0.36227], [-0.46662, -4.91813, 0.00176], [-0.37399, -2.75742, 0.01013], [0.50137, -2.71178, 0.67062], [-1.33606, 1.44330, -0.46098], [-2.51037, 1.68735, 0.28954], [-2.71319, 1.11475, 1.20611], [-3.43628, 2.64329, -0.14661], [-4.35653, 2.79801, 0.42696], [-3.18176, 3.38544, -1.31039], [-3.91722, 4.10924, -1.66527], [-1.97774, 3.20961, -2.00805], [-1.74441, 3.80019, -2.89924], [-1.04315, 2.26867, -1.56171], [-0.09204, 2.16289, -2.08925], [3.84719, 0.28041, -4.94009], [1.56937, 0.26854, -0.99535], [2.86789, -2.63868, 5.00328], [1.95625, -2.12995, 4.07470], [1.51223, -0.85774, 4.14755], [1.81242, -0.09966, 5.23878], [2.75381, -0.54096, 6.19845], [3.30234, -1.82794, 6.04278], [3.09111, 0.36835, 7.25348], [2.46418, 1.58247, 7.38775], [1.44077, 2.01126, 6.47963], [0.71455, 3.21031, 6.60075], [-0.27283, 3.51392, 5.67467], [-0.47839, 2.66054, 4.58664], [0.28175, 1.55783, 4.40406], [1.15904, 1.17478, 5.37361], [3.23213, -3.65543, 4.86157], [1.58535, -2.72769, 3.24145], [4.05316, -2.15171, 6.76103], [3.86027, 0.04597, 7.95854], [2.71814, 2.25734, 8.20506], [0.95915, 3.86364, 7.43581], [-0.87615, 4.41801, 5.74467], [-1.24120, 2.86123, 3.83300]],
  "forces_ev_per_angstrom": [[0.0313, -0.1925, -0.4455], [0.3326, -0.2372, -0.1308], [0.4875, 0.0524, 0.1773], [0.0159, -0.2363, 0.0005], [0.1876, 0.3733, 0.1333], [-0.2676, 0.3890, -0.2302], [-0.1184, 0.1129, -0.0671], [-0.0650, -0.0441, -0.1514], [0.1514, -0.0648, 0.2979], [-0.0908, 0.1920, 0.1752], [-1.3604, -0.6585, -1.0340], [0.5410, 0.1070, -0.2541], [-0.2250, 0.3643, -0.0990], [-0.4885, 0.1023, 0.2069], [-0.2252, 0.1719, 0.1347], [0.0237, -0.1036, 0.0704], [-0.0790, -0.1681, 0.2425], [0.1059, -0.2898, 0.2073], [0.1527, -0.2340, 0.0656], [0.1191, -0.0885, -0.0582], [0.2237, -0.0271, -0.1870], [0.0167, 0.2980, -0.3704], [0.1385, 0.2078, -0.2213], [0.1551, -0.5329, -0.8078], [0.0281, -0.3544, 0.2643], [-0.0182, -0.2594, 0.2859], [0.2164, 0.0055, 0.0266], [0.2206, -0.0399, 0.1360], [0.1210, 0.3795, 0.1104], [0.1556, 0.2127, 0.0621], [0.0697, 0.1324, -0.0603], [-0.0847, 0.2670, -0.0498], [-0.5498, -0.0244, -0.1007], [-0.3505, -0.1069, 0.0365], [-0.0955, 0.0522, 0.0401], [-0.1702, 0.0604, 1.8003], [-0.2092, -0.5488, 0.1997], [0.2605, -0.4357, 0.0585], [0.1543, -0.4105, 0.0244], [0.1805, 0.1019, 0.1871], [0.3342, -0.1241, 0.2337], [0.0494, 0.3767, 0.0738], [0.1395, 0.2759, 0.0829], [-0.0345, 0.2509, -0.0018], [-0.2125, 0.3233, -0.1599], [-0.4175, -0.0075, -0.5059], [-0.3289, -0.0763, -0.2804], [-0.1728, 0.8422, -0.0286], [-0.0037, 0.0579, -0.4568], [0.1012, 0.1463, -0.4309], [0.2872, -0.0618, -0.0716], [0.3488, -0.0069, -0.2755], [0.2327, -0.1773, 0.0315], [0.2125, -0.1821, 0.1054], [-0.0553, -0.0239, 0.2904], [-0.1889, -0.1102, 0.3910], [-0.5569, -0.1083, 0.0467], [-0.3333, -0.0310, 0.1563], [-0.0876, -0.1231, -0.1581], [0.5455, 0.1192, -0.1171], [0.2086, 0.0438, 0.3296], [-0.2265, 1.5896, 0.1016], [0.3844, -1.1803, 0.8156], [0.5917, -1.0652, -0.7427], [-0.6254, 0.4552, -0.4617], [-0.2037, -0.0743, -0.2747], [-0.1766, 0.6809, 0.4577], [0.4904, -0.6554, 0.2919], [-0.0547, -0.6783, -0.6134], [-0.1366, -0.0761, -0.2527], [0.1932, 0.0927, 0.3241], [1.1612, -1.1504, -0.1518], [-0.6546, 0.8552, 0.8812], [-0.5081, 1.2025, -0.3588], [-0.0390, 0.2839, 0.1916], [0.1408, 0.2233, 0.1816], [-0.1536, -0.1149, -0.1798], [-0.2476, 0.2423, -0.1048], [0.0387, -0.2511, -0.1244], [-0.2227, 0.0089, -0.1768], [0.1887, -0.2435, 0.1164], [0.3008, -0.0739, 0.1496]]
}

=====

(2)
{
  "formula": "C41H35Cl3CsI2N9O9S3",
  "method": "the ωB97M-V functional and the def2-TZVPD basis",
  "homo_ev": -3.10,
  "total_charge": -2,
  "max_force_ev_per_a": 1.9,
  "e_above_lowest_ev": 0.000,
  "gap_ev": 6.09,
  "lumo_energy_ha": 0.1097,
  "elements": ["Cs", "I", "C", "C", "C", "I", "C", "O", "C", "C", "N", "C", "C", "C", "C", "C", "C", "N", "C", "H", "H", "H", "H", "H", "H", "H", "H", "H", "H", "H", "C", "C", "N", "C", "C", "S", "C", "C", "S", "C", "N", "C", "H", "H", "H", "H", "H", "H", "H", "H", "O", "C", "O", "C", "C", "C", "C", "C", "C", "O", "N", "O", "O", "N", "O", "O", "H", "H", "Cl", "C", "Cl", "Cl", "C", "N", "C", "C", "C", "N", "C", "S", "N", "C", "O", "C", "C", "C", "C", "C", "C", "H", "H", "H", "H", "H", "H", "H", "H", "H", "H", "H", "H", "H", "H"],
  "coordinates": [[-23.62592, 0.51486, 9.35400], [-24.07197, 6.85179, 2.74771], [-24.15798, 5.36106, 4.17959], [-23.43713, 5.53403, 5.33956], [-23.57005, 4.55036, 6.31698], [-22.36810, 4.73822, 8.18627], [-24.52345, 3.49201, 6.32591], [-24.81176, 2.69519, 7.28081], [-25.12217, 3.32016, 5.01732], [-26.09078, 2.15566, 4.88694], [-25.57661, 0.89180, 5.39487], [-24.29535, 0.50274, 4.91694], [-23.86682, -0.85271, 5.46026], [-24.75631, -1.89848, 5.58375], [-24.28786, -3.11760, 6.06727], [-22.95085, -3.22973, 6.42814], [-22.14197, -2.11446, 6.27543], [-22.58734, -0.95071, 5.82734], [-24.95425, 4.23100, 3.98409], [-22.83754, 6.42085, 5.47406], [-26.43519, 2.05513, 3.85556], [-26.93932, 2.41256, 5.51689], [-25.61253, 0.96941, 6.41511], [-23.47150, 1.20216, 5.16220], [-24.32918, 0.40429, 3.82846], [-25.80579, -1.73750, 5.37391], [-24.97977, -3.92791, 6.20138], [-22.58094, -4.14075, 6.86785], [-21.09326, -2.13439, 6.56460], [-25.44623, 4.09475, 3.03443], [-19.39376, 1.97782, 7.67883], [-18.99026, 0.57169, 8.01733], [-19.69442, -0.30084, 8.68062], [-19.06102, -1.50585, 8.69069], [-17.82871, -1.56860, 8.02694], [-17.46822, -0.01781, 7.43624], [-19.64623, -2.71752, 9.27825], [-18.87626, -3.77966, 9.63583], [-19.90311, -5.03621, 10.14812], [-21.29665, -4.02986, 9.90981], [-21.00816, -2.83897, 9.43489], [-22.65605, -4.52242, 10.29612], [-20.37491, 1.98393, 7.17803], [-18.67613, 2.49424, 7.01689], [-19.52716, 2.61928, 8.53584], [-17.18644, -2.42242, 7.93398], [-17.81780, -3.89833, 9.57272], [-22.58876, -5.58258, 10.54318], [-23.35074, -4.41632, 9.44733], [-23.03144, -3.94817, 11.14165], [-23.07438, -2.23846, 12.54040], [-24.13018, -1.54909, 12.45612], [-24.18705, -0.28057, 12.58775], [-25.47677, -2.32451, 12.20580], [-26.32663, -2.72970, 13.20607], [-27.47312, -3.51958, 12.89740], [-27.73465, -3.98082, 11.63947], [-26.87111, -3.65435, 10.63387], [-25.72110, -2.75028, 10.81400], [-25.01455, -2.31909, 9.89692], [-27.19904, -4.11399, 9.28464], [-28.35741, -4.45527, 9.01510], [-26.29193, -4.12952, 8.45937], [-28.43816, -3.88321, 13.94498], [-28.28925, -3.47016, 15.08656], [-29.36375, -4.66923, 13.66758], [-26.11940, -2.50127, 14.25038], [-28.62928, -4.55510, 11.37395], [-26.44059, 1.69521, 12.30008], [-27.69621, 2.91060, 12.00420], [-27.23718, 4.47330, 12.65655], [-29.18837, 2.36287, 12.77807], [-27.97624, 3.09954, 10.56331], [-28.30071, 3.36517, 9.49796], [-19.45519, -1.36824, 12.44751], [-20.54206, -0.38163, 12.09753], [-20.41518, 0.81975, 12.98798], [-21.28121, 1.89708, 12.47378], [-22.10365, 2.74915, 13.07896], [-23.27667, 3.59050, 12.27612], [-21.87044, 2.88851, 14.45856], [-20.67142, 3.07948, 15.12668], [-20.59823, 3.00505, 16.32383], [-19.45542, 3.50910, 14.29546], [-19.56234, 4.24361, 13.12315], [-18.40821, 4.60153, 12.41196], [-17.16371, 4.21529, 12.90037], [-17.05913, 3.54225, 14.09819], [-18.21272, 3.18445, 14.78880], [-19.72982, -2.39701, 12.19356], [-19.24613, -1.37092, 13.53110], [-18.49703, -1.12822, 11.96710], [-21.51405, -0.83597, 12.23449], [-20.39600, -0.02735, 11.06708], [-19.40273, 1.23467, 12.96992], [-20.71765, 0.60953, 14.00127], [-21.46141, 1.81633, 11.47020], [-22.70088, 3.12043, 14.97204], [-20.54886, 4.58590, 12.80203], [-18.47336, 5.17228, 11.50121], [-16.26704, 4.51781, 12.37863], [-16.09852, 3.31125, 14.52090], [-18.13657, 2.61336, 15.71482]],
  "forces_ev_per_angstrom": [[-0.1746, -0.2395, 0.1080], [0.0099, 0.3165, -0.4653], [-0.0475, -0.1846, -0.0915], [-0.2147, -0.6134, 0.4721], [0.6231, 0.4168, 1.5323], [-0.8278, -0.1040, -1.1507], [0.0737, -0.5855, -0.3368], [0.6627, 0.7478, -0.0692], [-0.4060, 0.2611, -0.4026], [0.6119, 0.2583, 0.3531], [-1.3838, -0.1976, 0.2668], [0.9819, -0.3142, 0.2393], [0.0266, 0.7591, 0.0640], [-0.1119, -0.5921, 0.2282], [0.0702, 0.5262, 0.0180], [-0.3681, 0.0632, -0.1529], [0.1183, -0.2111, 0.2826], [0.2003, 0.2534, -0.3122], [0.2170, -0.0976, 0.7963], [0.2020, -0.1208, 0.1652], [0.0363, -0.0265, -0.1022], [-0.3102, -0.1049, -0.0356], [0.4249, -0.0491, -0.5563], [-0.2393, -0.0927, -0.1225], [-0.0374, 0.1770, -0.1772], [0.0585, -0.0363, -0.1314], [-0.1092, -0.2683, 0.1290], [0.1928, -0.1231, 0.0065], [-0.1001, -0.0808, 0.0339], [-0.1918, -0.1496, -0.1126], [-0.3490, 0.1520, -0.5455], [0.2720, 0.5059, -0.1135], [0.1763, 0.3680, -0.5378], [1.3388, -0.8596, -0.7236], [-1.4872, 0.5644, 1.0188], [-0.1844, 0.0795, -0.1678], [-0.0281, 0.5220, -0.0555], [-0.6727, -0.2271, -0.0992], [-0.1910, -0.1661, 0.2554], [-0.0711, 0.6707, -0.0566], [0.2603, -0.8723, 0.4143], [0.1259, -0.2117, -0.7692], [0.3242, -0.1450, 0.0347], [-0.2213, -0.4628, 0.2371], [0.0507, 0.0218, 0.5640], [0.0779, -0.0377, -0.1311], [0.3389, 0.0422, 0.0585], [-0.0836, -0.0028, 0.1347], [0.1462, 0.1549, 0.3438], [-0.0153, 0.1486, 0.0950], [-1.2369, 0.2764, -0.2087], [0.2696, 0.3976, 0.5068], [-0.2965, -1.0668, -0.5325], [0.2779, -0.4282, 0.2523], [0.3390, 0.1280, -0.3231], [-0.7242, -0.0970, 1.3477], [-0.7500, -0.2585, -0.5140], [0.7925, 0.5287, -1.0396], [-0.3926, 0.0511, 0.4118], [0.3111, 0.3587, -0.3239], [0.2445, 0.1433, 0.0018], [0.5455, 0.1225, 0.2957], [-0.5237, -0.2470, 0.1854], [-0.0606, -0.9669, -0.3006], [0.2893, 0.3802, -0.1713], [0.7041, 0.7740, -0.0972], [-0.1277, 0.1076, -0.2498], [0.4425, 0.2300, 0.4117], [-0.0050, 0.1257, -0.2948], [0.2185, -0.5876, -0.4178], [0.2321, 0.3933, 0.1938], [-0.3905, -0.0489, 0.1013], [0.0336, 0.0135, 0.6750], [0.0322, -0.1061, -0.2777], [0.6418, -0.6176, 0.4165], [0.4223, 0.2415, -0.1482], [-0.2738, 1.3278, -0.2229], [-0.3071, -0.4206, -1.0421], [0.6723, -0.4909, 0.2427], [-0.1893, 0.1781, 0.0711], [-0.1024, 0.1750, -0.3065], [0.4973, 0.5297, -1.2923], [-0.0696, -0.0601, 0.7398], [-0.8145, -0.3243, 0.3160], [0.0642, 0.5898, -0.4207], [-0.4151, -0.4431, 0.6257], [-0.0474, 0.5074, -0.2208], [-0.4857, -0.1605, 0.3573], [0.7467, -0.4598, 0.3733], [0.0292, 0.1848, -0.1174], [-0.1916, 0.0042, -0.2174], [-0.1591, -0.0458, -0.0439], [-0.3857, -0.1044, -0.1625], [-0.2417, -0.3127, 0.0213], [0.1843, -0.3126, 0.2104], [-0.0016, -0.1708, 0.4322], [0.0895, 0.1927, 0.5758], [-0.1598, -0.0435, 0.3264], [0.3514, -0.1385, -0.1349], [-0.1195, 0.0944, -0.1365], [0.0662, -0.0538, -0.1348], [0.2733, -0.1462, 0.0066], [-0.0946, 0.2239, -0.1793]]
}